Entry 1:
Here is a 4-piece molecular cluster, C29H66INO14P3 overall in a non-equilibrium geometry from OMol25. Energies are from ωB97M-V/def2-TZVPD.

The HOMO energy (alpha / beta) comes out at -8.40 / -8.82 eV. The LUMO energy (alpha / beta) is -1.54 / -1.54 eV. The spin multiplicity is 2. The value obtained for the relative energy (zero: lowest compared OMol25 entry of this formula, charge and spin) is 5.6627 eV.

Geometry as XYZ:
```
114
C29H66INO14P3 (ωB97M-V/def2-TZVPD)
C -3.3444 -1.9695 2.8571
C -2.4107 -1.5114 1.6305
O -1.1033 -2.0883 1.6157
C -1.0492 -3.4818 1.3816
I -0.9217 -4.5755 3.3135
C -2.2064 -4.1056 0.5126
C -1.9029 -5.4959 -0.1867
C -2.5435 -6.7174 0.6287
C -2.7159 -5.4897 -1.5705
N -0.4694 -5.8250 -0.3642
O 0.0090 -6.5741 0.5842
C 0.3860 -4.6348 -0.5689
C 1.8846 -5.2015 -0.7343
C 0.0915 -3.8099 -1.8872
C 0.4079 -3.7231 0.7215
H -3.5878 -3.0605 2.8630
H -2.8550 -1.6639 3.8290
H -4.3052 -1.3889 2.7528
H -2.2499 -0.4020 1.8075
H -2.9548 -1.5355 0.6366
H -3.1062 -4.2810 1.1780
H -2.5865 -3.4070 -0.2938
H -2.2273 -7.7125 0.2085
H -3.6710 -6.6504 0.5455
H -2.2811 -6.6989 1.7154
H -3.8111 -5.6259 -1.3778
H -2.3019 -6.2779 -2.2698
H -2.5756 -4.5105 -2.1154
H 1.7989 -6.1976 -1.2494
H 2.5220 -4.5509 -1.3861
H 2.3397 -5.4057 0.2727
H -0.6523 -2.9909 -1.6947
H -0.2243 -4.5358 -2.6840
H 1.0390 -3.3195 -2.2386
H 0.8379 -2.7221 0.4103
H 1.1255 -4.1457 1.4752
O -1.6329 1.8758 -1.3262
P -1.0305 3.2291 -1.6969
O -0.2924 2.7558 -3.0997
C -1.0975 2.5866 -4.2596
C -1.5126 3.9225 -4.8526
O 0.2890 3.0995 -0.7019
C 0.2397 2.2939 0.4727
C 0.8263 0.9228 0.1928
O -0.4496 4.8084 -2.0282
C -1.1892 5.8831 -1.4395
C -1.0933 5.8720 0.0705
H -1.9784 1.9816 -4.0226
H -0.4996 2.0345 -4.9870
H -2.1981 4.4502 -4.1827
H -2.0158 3.7812 -5.8112
H -0.6443 4.5675 -4.9987
H -0.7798 2.2197 0.8595
H 0.8343 2.7927 1.2422
H 0.3592 0.4493 -0.6727
H 0.7049 0.2665 1.0577
H 1.8913 1.0078 -0.0349
H -2.2327 5.8218 -1.7642
H -0.7751 6.8159 -1.8278
H -1.5822 4.9862 0.4897
H -1.5766 6.7550 0.4935
H -0.0516 5.8472 0.3949
O 5.8987 -3.1242 -4.9079
P 7.0414 -3.3598 -3.9233
O 6.3306 -4.5551 -3.0262
C 6.2675 -5.8619 -3.5833
C 7.6242 -6.5446 -3.5425
O 6.7133 -2.0837 -2.9180
C 6.0233 -0.9326 -3.3961
C 4.5444 -1.0253 -3.0665
O 8.4573 -3.5724 -2.9866
C 9.6848 -3.1770 -3.6169
C 9.7423 -1.6818 -3.8722
H 5.8887 -5.8185 -4.6093
H 5.5524 -6.4333 -2.9885
H 8.3310 -6.0476 -4.2139
H 7.5416 -7.5893 -3.8491
H 8.0490 -6.5014 -2.5381
H 6.1870 -0.7923 -4.4669
H 6.4520 -0.0620 -2.8938
H 4.1088 -1.9615 -3.4204
H 3.9950 -0.1935 -3.5125
H 4.3971 -1.0006 -1.9844
H 9.8048 -3.7330 -4.5521
H 10.4982 -3.4696 -2.9499
H 8.9919 -1.3776 -4.6092
H 10.7240 -1.3933 -4.2532
H 9.5380 -1.1241 -2.9568
O -4.7699 4.0006 5.8551
P -4.9491 5.3249 5.1178
O -6.4256 5.0404 4.4290
C -7.5784 5.0996 5.2600
C -7.9446 6.5325 5.6081
O -3.9864 4.9861 3.8116
C -2.9436 4.0201 3.9020
C -3.4134 2.6807 3.3671
O -5.0061 6.9303 4.5286
C -4.2300 7.8895 5.2624
C -2.7403 7.6124 5.1704
H -7.4183 4.5125 6.1698
H -8.3974 4.6382 4.7053
H -7.1841 6.9836 6.2526
H -8.9012 6.5713 6.1330
H -8.0084 7.1453 4.7072
H -2.5733 3.9351 4.9260
H -2.1094 4.3776 3.2923
H -4.3399 2.3595 3.8459
H -2.6554 1.9088 3.5197
H -3.6252 2.7538 2.2976
H -4.5576 7.8948 6.3067
H -4.4497 8.8723 4.8404
H -2.4818 6.6719 5.6680
H -2.1693 8.4122 5.6460
H -2.4264 7.5216 4.1292
```

---

Entry 2:
Here is a 5-piece molecular cluster, C29H66O7S2 overall in a non-equilibrium geometry from OMol25. Energies are from ωB97M-V/def2-TZVPD.

The HOMO energy comes out at -9.40 eV. The LUMO energy is 0.46 eV. As for the SMILES: CCCCCCCCC[C@H]1C[C@H](S)COS1(=O)=O.CCOCC.CCOCC.CCOCC.CCOCC.

Geometry as XYZ:
```
104
C29H66O7S2 (ωB97M-V/def2-TZVPD)
C 6.6388 -1.9125 1.2530
C 6.4496 -3.5629 1.4277
C 4.9601 -3.9380 2.0884
C 4.5539 -5.5082 1.8385
C 3.1020 -5.9547 2.4559
C 1.8078 -5.1638 1.8330
C 1.3668 -5.8850 0.4227
C -0.1142 -5.4291 -0.1402
C -1.3786 -6.0543 0.7211
C -2.3074 -4.9085 1.4656
C -3.4108 -4.1924 0.4875
C -4.5340 -3.2781 1.2546
S -4.1193 -1.4572 1.3959
C -4.9493 -3.8089 2.7557
O -4.9340 -5.2813 2.7939
S -3.3066 -5.8556 2.7857
O -2.7429 -5.6246 4.2081
O -3.3666 -7.3956 2.4691
H 7.2432 -1.6409 0.2615
H 7.1390 -1.4473 2.2241
H 5.5366 -1.4991 1.0777
H 6.6450 -4.0999 0.4062
H 7.3245 -3.9038 2.1639
H 5.1190 -3.8061 3.2638
H 4.1486 -3.2029 1.6555
H 5.3755 -6.1597 2.4060
H 4.6696 -5.7938 0.6917
H 3.1139 -5.8481 3.6212
H 2.9547 -7.1051 2.1744
H 0.9094 -5.3038 2.6040
H 1.9632 -3.9916 1.7469
H 2.1745 -5.5415 -0.3852
H 1.3494 -7.0649 0.5023
H -0.2083 -5.9079 -1.2295
H -0.2204 -4.2618 -0.3117
H -2.1027 -6.5995 -0.0514
H -0.9613 -6.8795 1.4386
H -1.5705 -4.1272 1.9304
H -4.0113 -5.0415 -0.0983
H -2.8391 -3.5396 -0.3196
H -5.5286 -3.3540 0.5986
H -5.2716 -0.7156 1.0743
H -6.0898 -3.4902 2.9069
H -4.3597 -3.2890 3.6279
C 8.6514 1.3781 -4.0955
C 8.7981 1.6219 -2.6023
O 8.7261 0.4324 -1.8234
C 9.7114 -0.5640 -2.0868
C 11.1345 -0.0804 -1.8608
H 7.7072 0.8658 -4.3098
H 8.6688 2.3262 -4.6406
H 9.4578 0.7523 -4.4877
H 7.9763 2.2652 -2.2692
H 9.7222 2.1646 -2.3803
H 9.5861 -0.9604 -3.0991
H 9.5093 -1.3936 -1.4028
H 11.3992 0.7393 -2.5319
H 11.8459 -0.8957 -2.0323
H 11.2581 0.2817 -0.8347
C -3.7942 3.5464 0.6564
C -3.6071 2.2998 -0.1931
O -4.8316 1.7363 -0.6512
C -5.6495 2.5673 -1.4719
C -4.9644 3.0111 -2.7540
H -4.4344 3.3306 1.5188
H -2.8283 3.9106 1.0178
H -4.2675 4.3559 0.0940
H -3.1160 1.5316 0.4142
H -2.9404 2.4954 -1.0387
H -6.0084 3.4277 -0.8988
H -6.5341 1.9782 -1.7317
H -4.0806 3.6209 -2.5554
H -5.6505 3.6066 -3.3663
H -4.6404 2.1421 -3.3363
C -1.0928 4.1788 -4.8795
C -0.9461 4.4226 -3.3863
O -1.0181 3.2331 -2.6074
C -0.0328 2.2367 -2.8708
C 1.3902 2.7203 -2.6448
H -2.0371 3.6665 -5.0938
H -1.0755 5.1269 -5.4246
H -0.2865 3.5530 -5.2717
H -1.7680 5.0659 -3.0532
H -0.0221 4.9653 -3.1643
H -0.1582 1.8403 -3.8831
H -0.2350 1.4070 -2.1868
H 1.6550 3.5400 -3.3159
H 2.1016 1.9049 -2.8163
H 1.5138 3.0823 -1.6187
C -8.2535 5.7617 1.8585
C -7.0148 5.1149 2.4569
O -5.8071 5.7970 2.1355
C -5.7049 7.1521 2.5668
C -5.8115 7.3155 4.0741
H -8.1610 5.8331 0.7693
H -9.1443 5.1741 2.0981
H -8.4089 6.7748 2.2394
H -6.9189 4.1006 2.0540
H -7.1114 5.0066 3.5416
H -6.4461 7.7696 2.0502
H -4.7235 7.5113 2.2428
H -6.7818 6.9883 4.4533
H -5.6807 8.3667 4.3537
H -5.0433 6.7209 4.5796
```

---

Entry 3:
Here is a 6-piece molecular cluster, C29H67FO9 overall in a non-equilibrium geometry from OMol25. Energies are from ωB97M-V/def2-TZVPD.

The HOMO energy comes out at -9.43 eV. The LUMO energy is 0.73 eV. As for the SMILES: COCCCCOC(=O)OC[C@H](C)F.CCOCC.CCOCC.CCOCC.CCOCC.CCOCC.

Geometry as XYZ:
```
106
C29H67FO9 (ωB97M-V/def2-TZVPD)
C 2.1473 -5.3783 -0.0402
O 3.3791 -4.9775 -0.5998
C 3.2807 -3.9302 -1.5580
C 4.4131 -2.9266 -1.3380
C 4.0136 -1.5436 -0.8029
C 3.1591 -1.5544 0.4449
O 1.7676 -1.8535 0.2312
C 1.1535 -1.0105 -0.6254
O 1.4119 0.1729 -0.7653
O 0.1862 -1.6336 -1.3383
C -0.6036 -2.5773 -0.5892
C -1.8438 -2.9053 -1.3829
C -2.6408 -3.9648 -0.6356
F -1.3945 -3.4571 -2.5871
H 1.3361 -5.3446 -0.7670
H 1.9038 -4.7587 0.8223
H 2.2495 -6.4130 0.2713
H 3.4062 -4.3763 -2.5457
H 2.2969 -3.4706 -1.5496
H 4.8914 -2.7623 -2.3000
H 5.1407 -3.3615 -0.6608
H 3.5861 -0.9477 -1.6061
H 4.9370 -1.0420 -0.5160
H 3.2544 -0.6336 1.0123
H 3.5335 -2.3426 1.0926
H -0.0674 -3.5035 -0.4125
H -0.8792 -2.1193 0.3582
H -2.4324 -2.0173 -1.5887
H -3.0536 -4.6879 -1.3265
H -2.0145 -4.4810 0.0863
H -3.4387 -3.4874 -0.0739
C 5.9216 -2.5896 5.2137
C 6.5555 -2.6361 3.8337
O 5.9110 -1.8137 2.8796
C 5.8936 -0.4262 3.1658
C 7.2754 0.1959 3.2601
H 4.8531 -2.7994 5.1501
H 6.3866 -3.3304 5.8645
H 6.0426 -1.6130 5.6850
H 6.4834 -3.6480 3.4349
H 7.6226 -2.3940 3.8910
H 5.3116 -0.2278 4.0731
H 5.3493 0.0329 2.3398
H 7.8278 -0.1767 4.1245
H 7.1976 1.2795 3.3555
H 7.8597 -0.0345 2.3686
C -6.5393 2.2861 -1.6350
C -5.3536 1.8448 -0.7967
O -5.0336 0.4723 -0.9352
C -4.6891 0.0595 -2.2452
C -3.4677 0.7652 -2.8119
H -7.4073 1.6532 -1.4428
H -6.7991 3.3190 -1.4021
H -6.3157 2.2371 -2.7013
H -5.5774 1.9851 0.2614
H -4.4785 2.4652 -1.0192
H -5.5462 0.1650 -2.9195
H -4.4860 -1.0099 -2.1678
H -3.6558 1.8260 -2.9880
H -3.1804 0.3167 -3.7636
H -2.6271 0.6873 -2.1200
C 6.4107 5.8518 1.9358
C 7.2550 4.7728 1.2787
O 6.8481 3.4547 1.5937
C 5.5330 3.1047 1.2006
C 5.2993 3.1764 -0.2986
H 6.3547 5.6893 3.0128
H 6.8476 6.8335 1.7513
H 5.3915 5.8651 1.5468
H 8.2822 4.8483 1.6356
H 7.2864 4.9160 0.1928
H 4.7972 3.7131 1.7385
H 5.3935 2.0771 1.5350
H 5.3466 4.2012 -0.6697
H 4.3133 2.7803 -0.5441
H 6.0545 2.5952 -0.8296
C -5.7378 -4.5169 5.0893
C -4.6377 -4.0877 4.1331
O -5.0703 -3.9277 2.7958
C -6.0669 -2.9452 2.5779
C -5.6380 -1.5371 2.9540
H -6.2422 -5.4083 4.7147
H -5.3165 -4.7379 6.0702
H -6.4902 -3.7378 5.2204
H -3.8689 -4.8598 4.0952
H -4.1505 -3.1737 4.4918
H -6.9941 -3.2181 3.0944
H -6.2793 -2.9846 1.5093
H -5.4936 -1.4286 4.0303
H -6.3993 -0.8198 2.6475
H -4.6991 -1.2794 2.4624
C -6.3732 6.3404 -5.0622
C -5.2055 5.8734 -4.2096
O -4.9150 4.4950 -4.3412
C -4.5454 4.0590 -5.6361
C -3.2846 4.7164 -6.1709
H -7.2510 5.7192 -4.8797
H -6.6201 7.3754 -4.8248
H -6.1452 6.2910 -6.1280
H -5.4459 6.0160 -3.1558
H -4.3132 6.4758 -4.4143
H -5.3770 4.1904 -6.3378
H -4.3815 2.9850 -5.5406
H -3.4289 5.7812 -6.3605
H -2.9891 4.2503 -7.1110
H -2.4677 4.6122 -5.4559
```

---

Entry 4:
Here is a 8-piece molecular cluster, C29H67O22P3 overall in a non-equilibrium geometry from OMol25. Energies are from ωB97M-V/def2-TZVPD.

The HOMO energy (alpha / beta) comes out at -12.15 / -12.15 eV. The LUMO energy (alpha / beta) is -3.61 / -8.78 eV. Its net charge is +1. The spin multiplicity is 2.

Geometry as XYZ:
```
121
C29H67O22P3 (ωB97M-V/def2-TZVPD)
C 14.7321 22.6456 -7.2011
O 15.1739 22.3615 -8.5044
P 16.5411 21.5092 -8.7715
O 16.5618 20.1916 -8.1075
O 16.6949 21.5288 -10.3714
C 17.7860 20.8453 -10.9729
O 17.7580 22.4429 -8.2932
C 18.2040 22.3574 -6.9855
H 15.5278 22.3818 -6.5043
H 13.8060 22.2121 -6.8236
H 14.6480 23.7288 -7.1136
H 18.5298 21.4946 -11.4348
H 17.5114 20.1826 -11.7936
H 18.3640 20.2934 -10.2317
H 19.2237 21.9788 -7.0568
H 17.6839 21.6102 -6.3861
H 18.2048 23.3858 -6.6244
C 19.2314 25.7216 -15.3092
O 17.9700 25.5560 -14.6761
P 17.8812 24.5285 -13.4110
O 17.9505 23.0868 -13.7628
O 16.4729 24.9993 -12.6814
C 15.2407 24.4767 -13.2148
O 18.9877 25.1065 -12.3276
C 19.1122 24.5456 -11.0185
H 19.8464 26.4318 -14.7565
H 19.0235 26.2139 -16.2592
H 19.7574 24.7884 -15.5106
H 14.5736 24.1332 -12.4241
H 15.3292 23.5998 -13.8561
H 14.5940 25.2513 -13.6269
H 20.0208 23.9526 -10.9146
H 18.1972 24.0237 -10.7384
H 19.2459 25.3898 -10.3421
C 12.9839 22.5303 -15.9559
O 12.8996 23.5849 -15.0694
P 11.8094 24.7585 -15.2448
O 10.3690 24.3095 -15.2994
O 12.3546 25.5353 -16.5340
C 11.6984 26.7475 -16.9086
O 12.1418 25.7113 -13.9636
C 11.5853 25.4922 -12.7103
H 12.4087 21.7551 -15.4498
H 14.0223 22.2387 -16.1134
H 12.4955 22.6674 -16.9207
H 11.5367 26.7672 -17.9864
H 12.2644 27.6185 -16.5783
H 10.7511 26.7874 -16.3709
H 10.8769 24.6650 -12.7543
H 11.0080 26.3583 -12.3867
H 12.4477 25.2882 -12.0757
O 11.5030 26.6819 -9.9332
C 10.6701 26.5248 -9.0511
O 10.5396 25.4821 -8.2026
C 11.2711 24.2709 -8.5520
C 11.0350 23.4035 -7.3149
C 9.6682 27.5778 -8.8136
H 12.3275 24.4819 -8.7180
H 10.8582 23.8046 -9.4465
H 11.3690 23.9405 -6.4271
H 11.6545 22.5141 -7.4303
H 9.9945 23.1155 -7.1649
H 10.1331 28.4360 -8.3284
H 8.8218 27.2029 -8.2381
H 9.3512 27.9821 -9.7750
O 12.8957 16.2559 -9.4387
C 13.2350 16.2587 -10.5785
O 14.2314 17.0047 -11.1109
C 14.9694 17.9726 -10.3661
C 16.2718 17.3057 -9.9156
C 12.4467 15.4266 -11.5964
H 14.4629 18.4568 -9.5312
H 15.1542 18.8144 -11.0335
H 16.0861 16.4121 -9.3196
H 16.8716 17.9831 -9.3077
H 16.9521 17.1466 -10.7522
H 12.3119 14.3856 -11.3027
H 13.0295 15.3470 -12.5140
H 11.4881 15.9101 -11.7842
O 8.0249 21.1846 -12.4215
C 8.5389 20.0887 -12.0840
O 8.1791 19.3754 -11.0368
C 7.0808 19.8298 -10.2132
C 7.3530 19.3600 -8.7806
C 9.7315 19.5136 -12.8753
H 6.1271 19.4720 -10.6012
H 7.0196 20.9168 -10.1617
H 8.1647 19.9022 -8.2956
H 7.6422 18.3129 -8.6910
H 6.4438 19.5107 -8.1985
H 9.9922 18.5000 -12.5708
H 10.5142 20.2123 -12.5798
H 9.5628 19.6325 -13.9455
O 12.4036 22.5338 -11.3646
C 12.8526 21.3879 -11.4278
O 12.5197 20.3736 -10.7156
C 11.4818 20.4645 -9.6831
C 11.3272 19.0908 -9.0557
C 14.0471 21.1579 -12.2732
H 10.5454 20.7027 -10.1876
H 11.7839 21.2540 -8.9949
H 12.2988 18.6817 -8.7786
H 11.0247 18.3724 -9.8176
H 10.5895 19.0598 -8.2539
H 13.8763 21.5253 -13.2851
H 14.2002 20.0806 -12.2085
H 14.9292 21.6590 -11.8745
O 12.2981 18.8889 -3.5438
C 12.1619 19.0884 -4.7673
O 11.0989 19.4971 -5.4168
C 9.8303 19.5897 -4.8004
C 9.6508 21.0173 -4.1639
C 13.3741 18.9116 -5.6382
H 9.6199 18.7877 -4.0928
H 9.0233 19.5575 -5.5324
H 10.2421 21.0603 -3.2492
H 8.6125 21.0286 -3.8322
H 9.8949 21.8594 -4.8114
H 13.2065 18.9969 -6.7118
H 13.7136 17.8843 -5.5060
H 14.1601 19.6208 -5.3786
```

---

Calculated values (a.u.) of electronic energy for the records, taken in order: -3574.2528; -2467.2435; -1922.0530; -3824.4299.